{
  "formula": "C13H23NO10P",
  "method": "the ωB97M-V functional and the def2-TZVPD basis",
  "elements": ["O", "P", "C", "C", "C", "N", "C", "H", "H", "H", "H", "H", "H", "H", "H", "H", "H", "H", "C", "C", "O", "C", "O", "O", "H", "H", "H", "H", "C", "C", "O", "C", "O", "O", "H", "H", "H", "H", "C", "C", "O", "C", "O", "O", "H", "H", "H", "H"],
  "coordinates": [[0.036, 3.400, 3.393], [-0.893, 2.779, 2.440], [-2.596, 2.458, 3.030], [-3.614, 3.549, 2.638], [-4.919, 2.785, 2.796], [-4.599, 1.605, 1.919], [-3.220, 1.184, 2.399], [-0.517, 1.513, 1.950], [-1.163, 3.510, 1.264], [-2.600, 2.364, 4.115], [-3.469, 3.772, 1.576], [-3.576, 4.476, 3.201], [-4.979, 2.368, 3.801], [-5.852, 3.281, 2.547], [-4.537, 1.938, 0.956], [-5.260, 0.828, 1.956], [-2.685, 0.727, 1.574], [-3.380, 0.433, 3.161], [-1.165, -3.239, -0.209], [-0.770, -1.780, -0.354], [-1.939, -1.107, 0.176], [-2.582, -1.967, 0.999], [-3.478, -1.642, 1.725], [-2.080, -3.195, 0.904], [-0.339, -3.900, 0.031], [-1.702, -3.619, -1.077], [0.089, -1.517, 0.260], [-0.591, -1.468, -1.375], [1.906, -0.880, -5.413], [1.712, 0.476, -4.754], [1.311, 0.106, -3.421], [1.766, -1.140, -3.174], [1.750, -1.662, -2.098], [2.239, -1.710, -4.289], [2.713, -0.914, -6.137], [0.989, -1.262, -5.862], [2.639, 1.044, -4.686], [0.937, 1.086, -5.208], [4.474, -1.701, -0.098], [5.373, -0.484, 0.042], [6.646, -1.075, 0.300], [6.646, -2.343, -0.187], [7.602, -3.036, -0.276], [5.390, -2.697, -0.557], [3.671, -1.590, -0.821], [4.066, -2.019, 0.864], [5.437, 0.093, -0.883], [5.109, 0.175, 0.865]],
  "gap_ev": 9.18,
  "e_homo_ev": -12.308,
  "energy_ha": -1657.46370,
  "molar_mass_g_mol": 384.3,
  "charge": 1,
  "relative_energy_kcal_mol": 0.0
}

{
  "formula": "C4H4Cl12",
  "method": "the ωB97M-V functional and the def2-TZVPD basis",
  "elements": ["C", "Cl", "Cl", "Cl", "H", "C", "Cl", "Cl", "Cl", "H", "C", "Cl", "Cl", "Cl", "H", "C", "Cl", "Cl", "Cl", "H"],
  "coordinates": [[-0.858, 4.289, -0.426], [-1.222, 4.946, 1.277], [-2.210, 3.284, -0.811], [0.758, 3.498, -0.485], [-0.861, 5.119, -1.132], [-0.214, -0.345, -0.911], [0.901, -1.478, -0.216], [-1.835, -0.411, -0.155], [-0.486, -0.716, -2.633], [0.229, 0.636, -0.739], [1.908, 1.136, 2.271], [2.731, 0.996, 0.747], [0.220, 1.256, 2.196], [2.452, 2.560, 3.130], [2.200, 0.300, 2.907], [-0.767, -4.917, -0.945], [0.780, -5.794, -1.035], [-1.956, -5.936, -0.036], [-1.166, -4.423, -2.625], [-0.603, -3.999, -0.380]],
  "s_squared": 0.754,
  "gap_ev": [10.09, 2.25],
  "e_homo_ev": [-13.285, -13.223],
  "energy_ha": -5676.67620,
  "multiplicity": 2,
  "molar_mass_g_mol": 477.5,
  "charge": 1,
  "relative_energy_kcal_mol": 0.0
}

{
  "formula": "C44H51BrF3N5O4P2S2Tb",
  "method": "the ωB97M-V functional and the def2-TZVPD basis",
  "elements": ["Tb", "O", "C", "C", "C", "N", "C", "Br", "C", "H", "H", "H", "H", "C", "C", "O", "P", "S", "S", "O", "C", "C", "H", "H", "H", "H", "H", "H", "H", "H", "H", "H", "N", "C", "C", "N", "H", "H", "H", "H", "H", "H", "H", "H", "F", "C", "F", "F", "C", "C", "C", "C", "C", "C", "C", "C", "H", "H", "H", "H", "C", "N", "N", "C", "O", "C", "C", "C", "C", "C", "C", "C", "C", "C", "H", "H", "H", "H", "H", "H", "H", "H", "H", "H", "H", "H", "C", "P", "C", "C", "C", "C", "C", "C", "C", "C", "C", "C", "C", "C", "H", "H", "H", "H", "H", "H", "H", "H", "H", "H", "H", "H", "H"],
  "coordinates": [[-0.107, -0.391, 1.490], [-4.235, 2.161, 5.041], [-3.211, 2.183, 4.159], [-2.849, 3.338, 3.465], [-1.778, 3.286, 2.596], [-1.083, 2.167, 2.429], [-1.420, 1.058, 3.054], [-1.574, -2.303, 3.061], [-2.498, 1.006, 3.929], [-4.646, 3.032, 5.108], [-3.397, 4.259, 3.604], [-1.471, 4.151, 2.022], [-2.798, 0.096, 4.426], [3.228, 2.961, -3.730], [2.159, 2.810, -2.656], [2.535, 1.768, -1.763], [1.503, 0.580, -1.347], [2.660, -0.607, -0.263], [-0.215, 1.376, -0.737], [1.100, -0.099, -2.761], [2.086, -0.725, -3.578], [1.624, -2.112, -3.982], [3.100, 3.907, -4.254], [3.173, 2.147, -4.451], [4.208, 2.943, -3.258], [1.181, 2.584, -3.096], [2.075, 3.736, -2.075], [3.036, -0.778, -3.035], [2.216, -0.093, -4.463], [1.536, -2.749, -3.107], [2.341, -2.551, -4.671], [0.655, -2.052, -4.467], [1.778, -2.154, 2.474], [1.861, -2.565, 3.879], [1.904, -1.338, 4.790], [0.781, -0.462, 4.456], [1.531, -2.969, 1.908], [2.693, -1.848, 2.137], [2.743, -3.189, 4.083], [0.960, -3.138, 4.118], [2.834, -0.785, 4.633], [1.885, -1.678, 5.837], [0.780, 0.344, 5.078], [-0.075, -0.982, 4.657], [0.657, -7.320, -5.464], [0.324, -7.713, -4.212], [1.221, -8.649, -3.867], [-0.856, -8.356, -4.343], [0.254, -6.562, -3.263], [1.156, -6.443, -2.213], [1.080, -5.355, -1.370], [0.105, -4.372, -1.569], [-0.792, -4.504, -2.635], [-0.716, -5.586, -3.480], [0.037, -3.237, -0.733], [-0.035, -2.242, -0.032], [1.918, -7.196, -2.074], [1.783, -5.247, -0.557], [-1.532, -3.732, -2.788], [-1.389, -5.685, -4.319], [-6.310, -1.078, -1.932], [-4.985, -1.451, -1.496], [-4.153, -0.463, -0.988], [-3.326, -1.008, -0.015], [-2.473, -0.360, 0.603], [-3.709, -2.384, 0.081], [-4.729, -2.597, -0.792], [-5.512, -3.831, -1.057], [-3.877, 0.700, -1.728], [-3.904, 0.669, -3.121], [-3.626, 1.818, -3.839], [-3.298, 2.992, -3.180], [-3.256, 3.013, -1.795], [-3.548, 1.876, -1.063], [-6.303, -0.031, -2.224], [-7.048, -1.217, -1.135], [-6.609, -1.680, -2.789], [-3.237, -3.100, 0.724], [-4.971, -4.695, -0.679], [-5.680, -3.947, -2.128], [-6.484, -3.785, -0.562], [-4.113, -0.256, -3.640], [-3.641, 1.791, -4.920], [-3.059, 3.882, -3.745], [-2.986, 3.922, -1.276], [-3.490, 1.889, 0.015], [2.723, 2.115, 4.188], [2.044, 1.917, 2.471], [1.567, 3.661, 2.149], [1.431, 4.623, 3.146], [1.062, 5.920, 2.827], [0.808, 6.276, 1.514], [0.893, 5.315, 0.520], [1.266, 4.022, 0.837], [3.706, 1.831, 1.671], [4.222, 2.776, 0.796], [5.470, 2.587, 0.222], [6.213, 1.459, 0.518], [5.710, 0.517, 1.401], [4.467, 0.703, 1.968], [3.248, 1.209, 4.475], [1.915, 2.291, 4.895], [3.432, 2.942, 4.212], [1.595, 4.374, 4.183], [0.975, 6.655, 3.615], [0.546, 7.296, 1.270], [0.653, 5.572, -0.502], [1.299, 3.270, 0.063], [3.661, 3.666, 0.556], [5.860, 3.323, -0.469], [7.179, 1.311, 0.057], [6.278, -0.373, 1.634], [4.077, -0.048, 2.642]],
  "s_squared": 16.432,
  "gap_ev": [7.50, 5.58],
  "e_homo_ev": [-7.240, -7.248],
  "energy_ha": -7459.29601,
  "multiplicity": 8,
  "molar_mass_g_mol": 1135.8
}